Record 1
C28H49BrCoIN3O2S2Si | ωB97M-V/def2-TZVPD

Summary:
molecular weight: 817.680 g mol⁻¹
total charge: +2
ΔE to the lowest compared entry with this formula, charge and spin: 0.0 kcal/mol
largest force on an atom: 0.81 eV/Å
Kohn-Sham gap (spin up / spin down): 7.1 / 7.9 eV
spin multiplicity: 2
lowest unoccupied orbital energy (spin up / spin down): -6.65 / -5.85 eV

Each line ends with the Mulliken spin population.
Atoms and positions in Å:
Co: -0.860 -1.173 -0.809  0.990
C: -1.087 -2.283 -5.267  -0.001
C: -0.911 -3.562 -4.471  -0.001
S: 0.241 -3.491 -3.094  0.001
O: -0.200 -2.270 -2.273  -0.001
C: 1.794 -2.981 -3.884  0.002
C: 2.009 -1.482 -3.973  0.000
H: -1.990 -2.360 -5.870  0.000
H: -0.254 -2.113 -5.945  0.000
H: -1.187 -1.419 -4.613  0.000
H: -0.547 -4.393 -5.077  0.000
H: -1.842 -3.894 -4.007  -0.001
H: 1.792 -3.467 -4.859  0.000
H: 2.571 -3.453 -3.284  0.000
H: 1.357 -1.011 -4.702  0.000
H: 3.039 -1.308 -4.275  0.000
H: 1.854 -1.002 -3.006  0.000
C: 2.846 3.187 0.405  -0.001
C: 3.604 1.910 0.791  0.000
C: 4.574 2.262 1.942  0.001
C: 4.453 1.529 -0.429  0.001
Si: 2.500 0.455 1.390  0.011
Br: 0.808 0.496 -0.290  0.020
C: 1.503 0.742 3.010  0.000
C: 2.434 0.463 4.207  0.000
C: 0.263 -0.158 3.153  -0.001
C: 0.993 2.187 3.120  0.000
C: 3.213 -1.315 1.152  -0.002
C: 4.527 -1.411 1.959  0.000
C: 2.255 -2.390 1.685  0.003
C: 3.520 -1.695 -0.306  0.002
H: 3.583 3.940 0.126  0.000
H: 2.254 3.604 1.212  0.000
H: 2.201 3.040 -0.458  0.000
H: 5.276 3.014 1.581  0.000
H: 5.166 1.413 2.274  0.000
H: 4.070 2.685 2.804  0.000
H: 5.054 2.393 -0.709  0.000
H: 3.839 1.268 -1.289  0.000
H: 5.143 0.714 -0.233  0.000
H: 2.696 -0.588 4.284  0.000
H: 1.911 0.730 5.127  0.000
H: 3.353 1.042 4.185  0.000
H: 0.490 -1.221 3.153  0.000
H: -0.467 0.036 2.365  -0.001
H: -0.208 0.073 4.109  0.000
H: 1.788 2.921 3.193  0.000
H: 0.396 2.275 4.028  0.000
H: 0.353 2.456 2.282  0.000
H: 4.393 -1.195 3.015  0.000
H: 5.300 -0.755 1.575  0.000
H: 4.910 -2.430 1.888  0.000
H: 2.106 -2.330 2.760  0.000
H: 2.680 -3.372 1.476  0.000
H: 1.278 -2.343 1.200  0.000
H: 4.231 -1.036 -0.792  0.000
H: 2.613 -1.726 -0.914  -0.001
H: 3.952 -2.696 -0.308  0.000
S: -6.196 2.162 -1.883  0.000
C: -4.710 1.351 -1.488  -0.001
C: -4.460 0.126 -2.123  -0.005
C: -3.291 -0.542 -1.867  0.001
N: -2.352 -0.069 -1.025  -0.035
C: -2.591 1.096 -0.396  0.001
C: -3.739 1.825 -0.604  0.002
C: -6.185 3.561 -0.781  0.000
C: -5.793 4.807 -1.247  0.000
C: -5.814 5.870 -0.353  0.000
N: -6.184 5.757 0.912  0.000
C: -6.575 4.564 1.337  0.000
C: -6.604 3.433 0.537  0.000
H: -5.175 -0.299 -2.812  -0.001
H: -3.070 -1.489 -2.342  -0.001
H: -1.827 1.441 0.282  -0.002
H: -3.870 2.761 -0.079  0.000
H: -5.480 4.950 -2.270  0.000
H: -5.516 6.857 -0.679  0.000
H: -6.888 4.506 2.370  0.000
H: -6.950 2.490 0.926  0.000
N: -2.410 -2.899 2.686  0.000
C: -1.878 -2.937 1.471  0.004
O: -1.506 -1.897 0.910  0.013
C: -1.708 -4.277 0.821  -0.001
I: -3.004 -4.438 -0.861  0.001
H: -2.521 -2.008 3.147  0.000
H: -2.699 -3.736 3.167  0.000
H: -1.951 -5.105 1.481  0.000
H: -0.686 -4.378 0.456  0.001

Record 2
C28H49BrFINO5 | ωB97M-V/def2-TZVPD

Summary:
molecular weight: 705.508 g mol⁻¹
total charge: +1
ΔE to the lowest compared entry with this formula, charge and spin: 26.1 kcal/mol
largest force on an atom: 2.48 eV/Å
Kohn-Sham gap: 6.4 eV
lowest unoccupied orbital energy: -4.41 eV

Each line ends with the Mulliken charge.
Atoms and positions in Å:
C: -1.857 -2.852 0.913  -1.045
C: -1.842 -1.508 1.750  -0.196
C: -3.227 -0.744 1.821  -0.662
Br: -3.428 0.253 3.538  0.084
N: -4.415 -1.563 1.492  0.373
C: -5.150 -1.189 0.371  0.044
C: -6.309 -1.886 -0.124  -0.672
C: -6.764 -3.080 0.601  0.354
F: -7.820 -3.798 0.179  -0.231
C: -6.018 -3.473 1.806  -0.416
C: -4.849 -2.675 2.207  0.290
I: -3.831 -3.361 3.974  0.272
H: -2.714 -2.956 0.198  0.267
H: -0.920 -2.928 0.291  0.233
H: -1.861 -3.712 1.639  0.320
H: -1.538 -1.743 2.810  0.409
H: -1.087 -0.815 1.297  0.373
H: -3.174 0.081 1.033  -0.116
H: -4.791 -0.296 -0.198  0.447
H: -6.849 -1.531 -1.036  0.424
H: -6.303 -4.372 2.394  0.388
C: 3.886 -0.436 0.370  -0.355
C: 2.841 -0.298 -0.719  -0.690
C: 1.893 -1.438 -0.390  0.388
O: 1.943 -1.622 1.032  -0.397
C: 3.048 -0.871 1.558  -0.444
H: 4.446 0.480 0.558  0.337
H: 4.596 -1.224 0.106  0.199
H: 2.323 0.660 -0.618  0.255
H: 3.247 -0.361 -1.729  0.383
H: 2.216 -2.372 -0.860  0.274
H: 0.864 -1.230 -0.697  -0.416
H: 2.641 -0.006 2.095  0.266
H: 3.607 -1.487 2.264  0.202
C: -2.226 2.392 -2.770  -0.681
C: -2.710 1.011 -3.170  -0.391
C: -2.348 0.184 -1.950  -0.054
O: -2.424 1.063 -0.814  -0.199
C: -2.535 2.419 -1.285  -0.517
H: -2.707 3.202 -3.318  0.366
H: -1.147 2.466 -2.928  0.285
H: -3.797 1.024 -3.304  0.265
H: -2.258 0.635 -4.088  0.170
H: -1.322 -0.192 -2.015  -0.022
H: -3.021 -0.666 -1.804  0.261
H: -3.561 2.756 -1.098  0.286
H: -1.852 3.059 -0.724  0.283
C: -1.506 -1.543 -8.308  -0.570
C: -0.103 -0.970 -8.292  -0.555
C: -0.233 0.153 -7.279  -0.473
O: -1.238 -0.253 -6.337  -0.310
C: -1.918 -1.405 -6.854  -0.429
H: -1.558 -2.570 -8.669  0.328
H: -2.152 -0.926 -8.940  0.274
H: 0.601 -1.723 -7.927  0.262
H: 0.243 -0.625 -9.267  0.336
H: -0.572 1.079 -7.753  0.285
H: 0.702 0.354 -6.753  0.269
H: -1.600 -2.274 -6.267  0.305
H: -2.996 -1.280 -6.733  0.271
C: -1.450 3.407 5.375  -0.464
C: -0.974 4.784 5.797  -0.571
C: 0.011 5.127 4.694  -0.463
O: -0.452 4.468 3.507  -0.399
C: -1.479 3.536 3.862  -0.152
H: -2.416 3.126 5.797  0.332
H: -0.715 2.652 5.672  0.290
H: -1.812 5.487 5.782  0.262
H: -0.527 4.809 6.791  0.343
H: 1.012 4.745 4.922  0.269
H: 0.081 6.201 4.513  0.278
H: -2.436 3.943 3.517  0.176
H: -1.302 2.585 3.356  0.100
C: 8.181 -0.519 3.748  -0.545
C: 8.173 0.437 2.572  -0.491
C: 8.270 -0.514 1.393  -0.390
O: 7.625 -1.734 1.788  -0.406
C: 7.389 -1.693 3.203  -0.248
H: 7.750 -0.100 4.658  0.340
H: 9.207 -0.829 3.966  0.259
H: 7.222 0.978 2.539  0.219
H: 8.980 1.170 2.596  0.341
H: 9.313 -0.748 1.156  0.296
H: 7.789 -0.118 0.496  0.257
H: 6.313 -1.552 3.360  0.088
H: 7.685 -2.643 3.651  0.294

Q: Which of these has the lowest molecular weight?
A: C28H49BrFINO5

Q: The highest molecular weight belongs to which entry?
A: C28H49BrCoIN3O2S2Si

Q: Which of these has the lowest ΔE to the lowest compared entry with this formula, charge and spin?
A: C28H49BrCoIN3O2S2Si